Formula: C14H23F9O4S
Source: OMol25
Level of theory: ωB97M-V/def2-TZVPD

Structure (XYZ):
```
51
Properties=species:S:1:pos:R:3:forces:R:3:mulliken_charge:R:1
C -4.4319 -0.7043 0.4505 -0.7 0.3 1.4 0.6727
O 0.1112 2.2529 0.3209 0.8 0.1 0.4 -0.3654
F -3.7206 -1.8374 2.3856 -0.2 0.2 1.6 -0.2647
H -0.6410 -3.5547 -2.0512 0.0 0.0 0.0 0.3073
H 2.7920 -0.6232 -1.3191 0.5 0.3 0.1 0.0590
H -2.9002 2.0243 -0.5109 -0.1 0.0 0.2 0.5053
C 0.2602 -2.2312 -3.5020 -0.5 0.4 0.1 0.2723
H 4.7878 1.5688 0.9619 0.1 -0.2 0.0 0.3691
H -1.5177 -3.4734 -3.5899 0.0 0.0 0.0 0.4229
H 0.7226 -0.8206 -5.0715 0.0 -0.1 0.0 0.3203
C -1.2077 2.7049 0.6812 -0.3 0.0 0.4 -1.1667
F -5.3156 0.6522 2.2237 -0.2 -0.6 0.8 -0.3036
O 0.3963 0.1293 1.5369 0.3 -0.6 -0.1 -0.5046
F -3.7472 -2.9213 0.5639 -0.4 -0.8 -0.4 -0.2884
H 2.7454 -0.1210 2.3830 -0.5 0.3 -0.2 0.4441
O 2.3446 1.7119 1.3715 -1.2 -0.1 -0.4 -0.2242
H 5.2138 0.2907 2.1126 0.0 0.0 -0.2 0.4407
C -3.1869 1.3661 1.5200 0.2 1.2 -1.1 0.7896
C 3.6034 0.0560 -0.9975 -0.4 -0.2 -0.3 -0.8126
C 3.5544 1.5136 3.5356 -0.2 -0.3 0.1 -1.4051
C 4.2694 -0.4636 0.2985 -0.3 0.3 -0.3 -0.4526
C -0.9508 -2.8920 -2.8605 0.1 -0.2 0.1 -1.0033
S 0.7547 1.5146 1.6782 -0.4 0.7 0.3 0.5803
H 3.6237 -1.2433 0.7204 0.2 0.0 0.0 0.2943
H 3.1594 1.0490 -0.8811 0.1 -0.2 0.1 0.2630
C -4.5296 0.6841 1.1603 0.8 0.4 -0.4 0.5110
F -4.1347 -0.5071 -0.8194 0.7 0.0 -0.8 -0.2481
H -1.7736 0.7700 -0.0387 -0.2 -0.1 0.2 0.2175
C 4.4621 0.6078 1.3786 -0.3 -0.1 0.3 -1.1003
O 0.9902 -1.5048 -2.5144 0.2 -0.2 -0.1 -0.4276
H 2.7057 1.9737 4.0497 0.1 0.1 -0.2 0.3731
H -1.6144 -2.1401 -2.4231 0.0 0.1 -0.1 0.0771
C -2.2938 1.6619 0.3202 0.6 -0.2 -0.1 -0.3609
C -0.1537 -1.2937 -4.6261 0.2 0.0 -0.2 -1.2703
C -3.4966 -1.7421 1.1129 -0.4 -0.4 -1.5 0.5805
F -2.2378 -1.4933 0.8670 1.3 0.7 0.0 -0.1432
F -3.5334 2.5895 2.0250 -0.5 0.2 0.3 -0.3694
H -0.7921 -0.4917 -4.2444 -0.1 -0.1 0.0 0.2960
F -5.6596 -1.2337 0.5056 -0.6 -0.3 0.0 -0.3001
C 3.1773 0.8677 2.1986 1.8 -0.2 0.1 0.4704
H -1.4406 3.6555 0.1999 0.5 -0.1 -0.2 0.4143
H 0.4060 -0.8229 -2.1602 0.1 0.0 0.0 0.2453
F -5.1313 1.5041 0.2769 -0.2 0.2 -0.5 -0.2935
H 4.3839 2.2174 3.4260 -0.3 0.2 -0.1 0.2920
H -1.1908 2.9249 1.7567 -0.3 -0.1 -0.1 0.5542
H 0.9325 -2.9970 -3.8918 0.1 0.1 0.1 0.3015
H 5.2200 -0.9354 0.0332 -0.1 0.1 0.2 0.3692
F -2.5390 0.7459 2.5040 0.1 -0.7 0.4 -0.2892
H -0.6969 -1.8279 -5.4077 0.0 0.0 0.0 0.4066
H 4.3031 0.1291 -1.8367 0.0 -0.1 0.2 0.3646
H 3.9177 0.7097 4.1868 0.0 0.1 -0.1 0.3798
```
Positions in Å, forces in eV/Å.

LUMO in eV: 0.69
Gap between HOMO and LUMO in eV: 10.6

---

Formula: C6H8N2O3
Source: OMol25
Level of theory: ωB97M-V/def2-TZVPD

Structure (XYZ):
```
19
Properties=species:S:1:pos:R:3:forces:R:3:mulliken_charge:R:1
H 2.2368 -0.3771 -0.9244 1.0 -0.3 0.8 0.2969
H 2.3097 -1.2515 1.9198 -0.7 0.9 -0.5 0.2642
H -2.5887 3.0104 -1.5980 0.5 -1.2 1.0 0.3185
C 2.1994 -1.2328 -0.2134 -1.6 2.9 -1.4 -0.2822
C 0.1353 -1.9249 -0.0792 0.2 0.2 1.2 0.6752
H -1.4355 -2.5707 0.5513 -1.7 0.1 2.8 0.3258
C -1.5737 2.6533 0.3550 -0.6 2.7 1.2 -0.4182
O -1.0277 -2.5862 -0.2678 3.9 0.9 -3.2 -0.3913
O 1.2260 -2.0416 -0.8782 -3.5 -0.6 1.2 -0.2972
C 1.6269 -0.8286 1.1302 0.8 -1.6 1.7 -0.2644
N -0.5482 1.8320 0.7706 -0.7 0.4 0.6 -0.4272
N -1.3297 1.2307 -1.2296 1.4 0.6 0.9 -0.0324
C -1.9776 2.3764 -0.8938 -1.9 1.1 -1.2 -0.1854
H -2.0281 3.4756 0.9494 0.9 -0.6 -0.3 0.3152
H 1.3543 0.2048 1.3016 -0.2 0.1 -0.3 0.2227
H 3.0098 -1.8269 -0.0180 2.4 -1.2 -0.4 0.3434
H -1.6278 0.5764 -1.9013 0.1 -0.5 -0.8 0.2102
C -0.4335 0.9840 -0.1897 0.5 -3.8 -1.7 -0.3373
O 0.4723 -1.7032 1.2155 -0.8 0.2 -1.7 -0.3368
```
Positions in Å, forces in eV/Å.

LUMO (alpha / beta) in eV: -0.05 / -0.30
Energy above the lowest of the compared OMol25 structures with the same formula, charge and spin in kcal per mole: 133.0
Gap between HOMO and LUMO (alpha / beta) in eV: 7.4 / 6.8

---

Formula: C20H9BrCl3N6O2RuS
Source: OMol25
Level of theory: ωB97M-V/def2-TZVPD

Structure (XYZ):
```
43
Properties=species:S:1:pos:R:3:forces:R:3:mulliken_charge:R:1
H -2.6735 -4.3394 -1.7857 0.0 0.0 0.0 0.6127
H -0.7952 -1.8332 4.3939 0.0 0.0 0.0 0.6140
H 1.7443 4.7157 2.5598 0.0 0.0 0.0 0.4777
N -0.5538 -1.1613 -1.2832 0.0 0.0 0.0 -0.0051
Ru 0.4355 0.5240 -0.7329 -0.4 0.2 -0.3 0.6169
H -1.3035 5.3332 -0.4225 0.0 0.0 0.0 0.5832
Cl 5.4921 0.3055 -2.5296 0.0 0.0 0.0 -0.0129
C 0.9551 2.8589 0.0246 0.1 0.1 0.0 0.3496
C -2.0804 -3.4436 -1.6469 0.0 0.0 0.0 -0.4141
H 1.5696 2.1134 -0.5570 0.0 -0.1 0.0 0.3454
N 2.0349 -0.0463 -1.7068 0.2 0.1 0.0 -0.4170
C 1.2220 4.4052 1.6629 0.0 0.0 0.0 -0.3872
C 0.2145 5.2199 1.1134 0.0 0.0 0.0 0.0459
C -2.1478 -3.6757 0.8820 0.1 0.1 0.1 0.6698
C -1.7567 -3.0198 -0.3442 0.0 -0.1 0.0 -0.0914
Cl 3.7694 -0.5986 -4.7090 0.0 0.0 0.0 -0.0152
C 0.5147 0.4001 2.2118 0.0 0.1 -0.1 -0.2559
C -1.6405 -2.7033 -2.7211 0.0 0.0 0.0 -0.9814
N -2.1951 -3.8833 3.1633 0.0 0.0 0.1 -0.6018
N 1.5861 3.2525 1.1188 0.0 -0.1 0.0 -0.5506
H -0.5151 -0.9538 -3.3384 0.0 0.0 0.0 0.5583
C -0.8693 -1.5558 -2.5110 0.0 0.0 0.0 -0.1004
C -1.0004 -1.8629 -0.2120 0.0 0.0 0.0 0.2852
N 0.0821 -0.1424 1.0381 -0.1 -0.2 0.2 -0.0202
C -0.6435 -1.3192 1.0610 0.1 0.1 -0.1 0.5327
H 0.5907 0.2523 4.3266 0.0 0.0 0.0 0.4848
N -2.8617 -4.7862 0.9790 -0.1 0.0 -0.1 -0.5915
C -0.9842 -1.9406 2.2520 0.0 0.0 0.1 0.0057
C 4.2013 -0.7732 -3.0132 0.0 0.0 0.0 0.9493
C -0.8645 2.9484 -1.6500 -0.1 0.1 0.1 0.5377
C -0.4821 4.7674 0.0001 0.0 0.0 0.0 -0.7074
C -0.5420 -1.3611 3.4509 0.0 0.0 0.0 -0.1670
C 2.9837 -0.3613 -2.2740 0.0 0.0 0.0 -0.3118
Br -0.1887 6.8462 1.9005 0.0 0.0 0.0 -0.0028
Cl 4.5033 -2.4407 -2.5585 0.0 0.0 0.0 -0.0202
C -1.7639 -3.1540 2.1469 0.0 0.0 -0.1 0.6830
C 0.2241 -0.2001 3.4154 0.0 0.0 0.0 -1.0484
O -1.5784 3.3897 -2.4587 0.1 0.0 0.0 -0.3306
S -3.0201 -5.1092 2.5408 0.0 0.0 0.0 0.3312
O -0.7781 1.4621 -1.6478 0.3 -0.3 0.2 -0.4613
H 1.0943 1.3127 2.1443 0.0 0.0 0.0 0.7634
C -0.1007 3.5491 -0.5481 0.0 -0.1 -0.1 0.5840
H -1.8787 -2.9912 -3.7357 0.0 0.0 0.0 0.4639
```
Positions in Å, forces in eV/Å.

LUMO in eV: -12.77
Charge: +3
Gap between HOMO and LUMO in eV: 4.8